1.
# C50H35Cl3N2O8P2SiTa

A structure of composition C50H35Cl3N2O8P2SiTa at a distorted geometry (ωB97M-V/def2-TZVPD, OMol25).

Computed properties:
E: -137339.0228 eV
HOMO-LUMO gap: 5.414 eV
2S+1: 1
Net charge: +1

Cartesian coordinates (Å):
Ta1 -0.459 0.335 0.795
C1 0.492 2.235 -2.929
Si1 0.008 2.181 -1.085
C2 -1.608 3.017 -1.312
C3 -1.661 4.340 -1.827
C4 -2.906 4.829 -2.306
C5 -4.112 4.077 -2.262
C6 -4.046 2.837 -1.641
C7 -2.851 2.310 -1.204
P1 -2.677 0.700 -0.458
C8 -4.101 0.548 0.687
C9 -4.839 1.686 1.077
C10 -5.923 1.612 1.938
C11 -6.347 0.393 2.404
C12 -5.600 -0.726 2.079
C13 -4.430 -0.673 1.319
C14 -3.223 -0.332 -1.875
C15 -2.345 -0.589 -2.939
C16 -2.835 -1.339 -4.039
C17 -4.195 -1.717 -4.115
C18 -5.084 -1.342 -3.108
C19 -4.580 -0.646 -2.019
C20 1.393 3.135 -0.251
C21 1.097 4.356 0.318
C22 2.065 5.307 0.649
C23 3.400 4.971 0.445
C24 3.728 3.743 -0.064
C25 2.765 2.793 -0.356
P2 3.295 1.213 -1.115
C26 2.753 -0.025 0.280
C27 3.613 -1.328 0.194
C28 3.392 -2.186 -0.834
C29 2.325 -1.890 -1.832
C30 1.375 -1.041 -1.537
C31 1.381 -0.480 -0.077
C32 5.146 1.112 -0.809
C33 5.648 0.747 0.463
C34 6.988 0.380 0.601
C35 7.818 0.443 -0.571
C36 7.339 0.933 -1.774
C37 5.984 1.239 -1.885
H1 0.737 3.267 -3.155
H2 -0.381 2.120 -3.582
H3 1.309 1.581 -3.259
H4 -0.795 4.945 -1.896
H5 -3.014 5.817 -2.725
H6 -5.068 4.534 -2.651
H7 -4.987 2.289 -1.449
H8 -4.594 2.692 0.740
H9 -6.404 2.536 2.200
H10 -7.265 0.249 2.989
H11 -6.031 -1.631 2.485
H12 -3.027 -1.818 2.331
H13 -1.321 -0.210 -2.961
H14 -2.081 -1.672 -4.789
H15 -4.524 -2.333 -4.965
H16 -6.069 -1.713 -3.007
H17 -5.307 -0.463 -1.205
H18 0.065 4.659 0.477
H19 1.778 6.315 0.995
H20 4.222 5.671 0.682
H21 4.781 3.471 -0.233
H22 4.439 -1.493 0.869
H23 3.911 -3.129 -0.678
H24 2.271 -2.475 -2.737
H25 0.523 -0.826 -2.232
H26 1.252 -1.475 0.391
H27 4.986 0.851 1.294
H28 7.419 -0.053 1.510
H29 8.863 0.144 -0.451
H30 8.072 1.057 -2.589
H31 5.574 1.610 -2.782
Cl1 -4.853 -5.754 1.273
C38 -4.072 -4.273 0.931
C39 -4.389 -3.158 1.560
C40 -3.555 -1.965 1.382
Cl2 -0.537 2.064 2.265
C41 -2.441 -2.124 0.382
O1 -1.417 -1.423 0.489
C42 -2.414 -3.243 -0.458
Cl3 -1.286 -3.290 -1.768
C43 -3.195 -4.266 -0.201
H32 -5.122 -3.175 2.356
H33 -3.140 -5.233 -0.780
O2 2.306 1.105 3.682
C44 2.420 0.293 2.784
O3 2.823 0.663 1.567
C45 2.254 -1.166 3.005
C46 3.355 -1.911 3.351
C47 3.213 -3.323 3.404
C48 2.090 -3.941 3.054
C49 0.955 -3.142 2.713
C50 0.990 -1.769 2.724
O4 0.048 -0.891 2.351
N1 -0.231 -3.842 2.337
O5 -1.259 -3.237 2.573
O6 -0.173 -4.939 1.796
N2 4.292 -4.175 3.907
O7 4.155 -5.361 3.796
O8 5.316 -3.611 4.274
H34 4.332 -1.543 3.557
H35 2.014 -5.043 3.053

2.
# C50H37ClO5P2S2Zn

A structure of composition C50H37ClO5P2S2Zn at a distorted geometry (ωB97M-V/def2-TZVPD, OMol25).

Computed properties:
E: -163876.1027 eV
HOMO-LUMO gap: 7.748 eV
2S+1: 1

Cartesian coordinates (Å):
Zn1 12.935 12.783 10.604
O1 12.922 16.396 13.982
S1 12.312 15.116 13.520
C1 11.703 14.303 15.042
C2 11.737 14.959 16.258
C3 11.150 14.322 17.368
C4 10.748 12.973 17.207
C5 10.899 12.316 16.035
C6 11.336 12.970 14.850
P1 11.311 12.213 13.179
C7 9.555 12.622 12.794
C8 8.574 13.188 13.642
C9 7.294 13.537 13.150
C10 6.959 13.221 11.903
C11 7.888 12.739 11.013
C12 9.181 12.366 11.467
C13 11.294 10.450 13.538
C14 12.405 9.955 14.225
C15 12.644 8.590 14.365
C16 11.770 7.680 13.789
C17 10.686 8.146 13.112
C18 10.375 9.513 12.970
C19 10.629 15.558 12.941
C20 9.804 16.226 13.815
C21 8.610 16.731 13.347
C22 8.212 16.497 12.011
C23 9.171 15.881 11.116
C24 10.388 15.473 11.576
P2 11.640 14.868 10.352
C25 12.789 16.334 10.203
C26 12.698 17.387 11.111
C27 13.667 18.423 11.015
C28 14.604 18.418 9.985
C29 14.603 17.443 8.958
C30 13.707 16.392 9.084
C31 10.744 14.943 8.815
C32 10.075 13.808 8.390
C33 9.295 13.815 7.291
C34 9.146 14.992 6.531
C35 9.855 16.096 6.906
C36 10.650 16.044 8.026
H1 12.131 15.967 16.271
H2 11.111 14.934 18.294
H3 10.312 12.360 17.967
H4 10.730 11.259 16.012
H5 8.763 13.180 14.772
H6 6.573 13.912 13.899
H7 5.967 13.395 11.550
H8 7.691 12.602 9.960
H9 9.795 11.875 10.713
H10 13.053 10.677 14.657
H11 13.561 8.271 14.818
H12 12.043 6.621 13.790
H13 10.123 7.500 12.540
H14 9.544 9.855 12.362
H15 10.191 16.345 14.796
H16 7.918 17.343 13.922
H17 7.256 16.791 11.695
H18 8.855 15.755 10.069
H19 12.024 17.566 11.956
H20 13.677 19.362 11.557
H21 15.389 19.188 10.022
H22 15.285 17.543 8.164
H23 13.601 15.650 8.385
H24 10.128 12.778 8.839
H25 8.736 12.921 7.029
H26 8.484 15.080 5.718
H27 9.811 17.038 6.416
H28 11.189 16.917 8.253
Cl1 19.185 14.306 13.780
C37 17.744 13.648 13.096
C38 17.072 12.651 13.829
C39 15.855 12.200 13.456
C40 15.249 12.582 12.222
O2 14.051 12.262 12.040
C41 15.997 13.506 11.381
C42 15.570 13.991 10.123
O3 14.558 13.647 9.505
C43 17.171 14.095 11.930
H29 17.419 12.461 14.842
H30 15.256 11.472 14.128
H31 16.263 14.781 9.646
H32 17.661 14.946 11.413
O4 17.527 7.049 10.684
C44 16.225 6.922 11.111
O5 15.970 5.941 11.792
C45 15.250 7.954 10.696
C46 15.611 9.000 9.804
C47 14.709 10.050 9.474
C48 13.420 10.035 9.950
S2 12.071 11.089 9.377
C49 13.024 8.991 10.775
C50 13.893 7.941 11.137
H33 17.676 7.994 10.494
H34 16.574 9.063 9.235
H35 14.979 10.691 8.675
H36 11.975 9.061 11.100
H37 13.613 7.172 11.863

3.
# C50H39F3MnN5P2S2

A structure of composition C50H39F3MnN5P2S2 at a distorted geometry (ωB97M-V/def2-TZVPD, OMol25).

Computed properties:
<S²>: 9.1902
E: -139655.4382 eV
HOMO-LUMO gap (alpha / beta): 4.779 / 4.877 eV
2S+1: 6
Net charge: -1

Cartesian coordinates (Å):
Mn1 -0.504 0.138 1.019
C1 -1.716 -1.777 3.352
N1 -0.502 -0.979 3.153
C2 0.744 -1.652 3.506
C3 1.829 -1.220 2.569
N2 1.616 -0.541 1.488
C4 2.854 -0.413 0.864
C5 3.211 0.236 -0.316
C6 4.543 0.204 -0.687
C7 5.509 -0.453 0.092
C8 5.167 -1.098 1.269
C9 3.826 -1.065 1.629
N3 3.138 -1.565 2.725
C10 -2.765 -1.390 2.358
N4 -2.530 -0.869 1.180
C11 -3.755 -0.730 0.556
C12 -4.038 -0.112 -0.757
C13 -5.474 -0.290 -1.100
C14 -6.427 -0.767 -0.246
C15 -6.113 -1.230 1.056
C16 -4.748 -1.186 1.397
N5 -4.085 -1.603 2.544
H1 -2.115 -1.691 4.366
H2 -1.462 -2.821 3.164
H3 -0.588 -0.106 3.660
H4 0.609 -2.724 3.359
H5 1.046 -1.480 4.543
H6 2.461 0.740 -0.910
H7 4.846 0.700 -1.602
H8 6.542 -0.456 -0.232
H9 5.913 -1.595 1.880
H10 3.516 -2.126 3.465
H11 -3.419 -0.543 -1.545
H12 -5.772 0.047 -2.087
H13 -7.457 -0.818 -0.581
H14 -6.871 -1.603 1.733
H15 -4.504 -1.996 3.367
S1 -1.634 1.948 2.295
P1 -0.759 1.110 -1.053
C17 -0.147 -0.489 -0.940
P2 -0.556 -2.142 -0.957
S2 -0.226 -3.280 0.660
C18 -2.165 -2.607 -1.701
C19 -2.422 -2.206 -3.013
C20 -3.630 -2.517 -3.618
C21 -4.594 -3.231 -2.912
C22 -4.339 -3.637 -1.609
C23 -3.125 -3.325 -1.005
C24 0.581 -2.882 -2.227
C25 0.407 -4.201 -2.656
C26 1.336 -4.801 -3.492
C27 2.462 -4.094 -3.908
C28 2.642 -2.785 -3.488
C29 1.704 -2.184 -2.651
C30 -2.299 1.689 -1.654
C31 -3.528 1.494 -0.787
C32 -4.630 2.431 -1.193
C33 -4.635 3.093 -2.367
C34 -3.524 3.053 -3.275
C35 -2.386 2.404 -2.868
C36 0.532 1.955 -2.029
C37 1.123 3.126 -1.561
C38 2.151 3.734 -2.274
C39 2.585 3.181 -3.472
C40 1.996 2.015 -3.950
C41 0.981 1.401 -3.227
H16 -1.670 -1.639 -3.552
H17 -3.827 -2.193 -4.633
H18 -5.544 -3.464 -3.378
H19 -5.092 -4.189 -1.058
H20 -2.907 -3.644 0.009
H21 -0.459 -4.759 -2.319
H22 1.189 -5.826 -3.816
H23 3.196 -4.568 -4.551
H24 3.516 -2.227 -3.808
H25 1.833 -1.164 -2.309
H26 -3.282 1.659 0.260
H27 -5.475 2.515 -0.515
H28 -5.490 3.717 -2.615
H29 -3.551 3.593 -4.213
H30 -1.505 2.471 -3.496
H31 0.783 3.549 -0.621
H32 2.617 4.635 -1.891
H33 3.382 3.657 -4.032
H34 2.333 1.581 -4.884
H35 0.536 0.476 -3.576
F1 5.961 3.902 6.551
C42 6.076 3.946 5.207
F2 7.120 3.165 4.878
F3 6.430 5.214 4.908
C43 4.812 3.535 4.526
C44 3.622 4.157 4.884
C45 2.437 3.789 4.276
C46 2.408 2.775 3.303
C47 3.621 2.195 2.927
C48 4.810 2.569 3.535
C49 1.140 2.369 2.779
C50 0.050 2.020 2.360
H36 3.628 4.931 5.643
H37 1.507 4.271 4.550
H38 3.630 1.458 2.140
H39 5.740 2.105 3.232

4.
# C50H39I2N6O2P2S5Y

A structure of composition C50H39I2N6O2P2S5Y at a distorted geometry (ωB97M-V/def2-TZVPD, OMol25).

Computed properties:
E: -155525.4071 eV
HOMO-LUMO gap: 6.028 eV
2S+1: 1

Cartesian coordinates (Å):
Y1 -1.315 -0.360 -0.093
S1 -6.218 -0.379 -6.410
N1 -4.644 -0.715 -6.308
C1 -4.345 -0.757 -5.024
C2 -3.043 -1.015 -4.464
C3 -1.931 -1.277 -5.267
C4 -0.719 -1.494 -4.665
C5 -0.648 -1.424 -3.277
N2 -1.688 -1.172 -2.495
C6 -2.892 -0.980 -3.069
C7 -4.048 -0.760 -2.193
N3 -3.857 -0.796 -0.856
C8 -4.917 -0.615 -0.081
C9 -6.209 -0.384 -0.546
C10 -6.413 -0.327 -1.897
C11 -5.318 -0.528 -2.742
C12 -5.461 -0.507 -4.176
N4 -6.578 -0.283 -4.841
H1 -2.060 -1.312 -6.341
H2 0.177 -1.700 -5.232
H3 0.305 -1.579 -2.792
H4 -4.762 -0.674 0.985
H5 -7.010 -0.237 0.164
H6 -7.382 -0.129 -2.335
O1 1.896 -2.917 -1.032
C13 0.830 -2.465 -0.662
O2 0.605 -1.259 -0.263
C14 -0.408 -3.352 -0.695
C15 -0.345 -4.607 -1.274
C16 -1.492 -5.382 -1.300
C17 -2.647 -4.881 -0.719
C18 -2.620 -3.614 -0.162
N5 -1.531 -2.845 -0.171
H7 0.599 -4.940 -1.681
H8 -1.485 -6.364 -1.755
H9 -3.559 -5.460 -0.688
H10 -3.500 -3.207 0.319
C19 1.858 1.454 2.278
N6 2.868 1.054 1.315
C20 2.667 1.581 -0.025
P1 0.915 1.471 -0.691
C21 1.318 1.068 -2.436
C22 2.232 0.043 -2.698
C23 2.568 -0.281 -4.003
C24 1.987 0.401 -5.063
C25 1.032 1.375 -4.812
C26 0.688 1.700 -3.507
C27 0.610 3.291 -0.743
C28 -0.311 3.828 0.154
C29 -0.562 5.190 0.193
C30 0.105 6.035 -0.680
C31 1.050 5.520 -1.555
C32 1.313 4.158 -1.577
C33 4.234 1.163 1.705
C34 5.137 0.234 1.190
C35 6.480 0.310 1.516
C36 6.940 1.306 2.368
C37 6.045 2.228 2.887
C38 4.699 2.163 2.553
P2 0.537 0.121 2.390
C39 1.523 -1.374 2.770
C40 2.774 -1.345 3.380
C41 3.428 -2.528 3.686
C42 2.831 -3.751 3.415
C43 1.572 -3.790 2.836
C44 0.928 -2.607 2.508
C45 -0.038 0.529 4.095
C46 -0.335 1.853 4.419
C47 -0.834 2.180 5.670
C48 -1.052 1.186 6.613
C49 -0.752 -0.132 6.304
C50 -0.247 -0.460 5.055
H11 1.388 2.408 2.007
H12 2.280 1.564 3.274
H13 3.328 1.053 -0.708
H14 2.922 2.649 -0.072
H15 2.665 -0.526 -1.884
H16 3.286 -1.071 -4.186
H17 2.273 0.169 -6.082
H18 0.552 1.891 -5.634
H19 -0.073 2.447 -3.321
H20 -0.851 3.165 0.819
H21 -1.293 5.585 0.887
H22 -0.107 7.097 -0.678
H23 1.581 6.181 -2.229
H24 2.067 3.772 -2.251
H25 4.764 -0.560 0.554
H26 7.170 -0.424 1.118
H27 7.990 1.364 2.625
H28 6.393 3.009 3.550
H29 4.013 2.899 2.956
H30 3.250 -0.409 3.631
H31 4.408 -2.495 4.145
H32 3.345 -4.672 3.661
H33 1.085 -4.738 2.649
H34 -0.055 -2.651 2.052
H35 -0.186 2.640 3.688
H36 -1.062 3.212 5.905
H37 -1.454 1.440 7.585
H38 -0.919 -0.915 7.033
H39 -0.022 -1.494 4.828
S2 -2.241 1.827 -1.622
S3 -4.026 2.407 -0.893
S4 -3.946 2.383 1.273
S5 -2.361 1.259 1.815
I1 -2.691 -1.098 2.545
I2 -3.047 -3.841 3.489